# 1
{
  "formula": "C60H44N9O2S2Ti",
  "method": "the ωB97M-V functional and the def2-TZVPD basis",
  "e_tot_ev": -125225.9976,
  "e_homo_ev": [-8.79, -8.78],
  "gap_ha": [0.182, 0.182],
  "charge": 1,
  "symbols": ["H", "C", "C", "N", "N", "C", "H", "H", "H", "N", "C", "C", "C", "C", "H", "C", "O", "C", "C", "H", "C", "H", "H", "H", "H", "C", "Ti", "C", "C", "H", "H", "H", "C", "H", "C", "H", "N", "C", "C", "H", "H", "C", "C", "H", "H", "H", "C", "N", "C", "H", "C", "H", "H", "C", "H", "C", "C", "C", "C", "S", "C", "C", "C", "C", "C", "O", "C", "H", "H", "C", "C", "C", "H", "C", "H", "H", "C", "C", "H", "H", "C", "H", "H", "C", "C", "C", "H", "C", "C", "S", "C", "C", "H", "H", "H", "H", "C", "H", "C", "N", "C", "H", "H", "H", "C", "C", "N", "C", "C", "N", "C", "C", "C", "C", "C", "H", "N", "H"],
  "coordinates": [[1.343, 0.107, 2.492], [0.586, 6.040, 1.267], [-3.407, -2.277, 4.919], [-2.274, -0.192, -1.261], [-0.863, 2.025, -1.895], [-5.000, -2.633, -1.661], [-1.822, 2.151, -5.984], [0.140, 5.976, -5.826], [0.522, -0.385, -5.890], [0.802, -1.126, -3.366], [1.922, 0.377, 0.630], [2.503, -3.353, 2.713], [2.010, 2.530, -5.020], [-5.652, -2.927, -2.843], [-3.920, -3.074, 5.441], [-2.974, -5.102, 0.193], [-0.196, -1.424, -0.126], [-0.166, 5.068, -5.323], [4.991, -1.331, 4.271], [0.444, -3.961, 2.588], [1.243, -3.626, 0.597], [4.735, 2.523, 4.273], [1.781, -3.853, 4.695], [-3.911, -3.018, 2.953], [2.265, -3.424, 0.270], [-1.206, -3.799, -0.748], [-0.691, 0.796, -0.283], [-3.404, -2.259, 3.535], [-2.576, -0.134, -2.591], [-1.081, -3.747, -2.888], [0.894, 7.756, 2.497], [-1.658, 0.577, 5.601], [-2.722, -4.958, -2.201], [-5.829, -2.567, -4.955], [-2.735, -1.212, 2.914], [-4.249, -6.094, -1.220], [-3.199, -1.493, 0.562], [6.108, -0.555, 3.985], [-1.338, 1.708, -3.156], [-1.571, -3.992, 1.369], [-2.812, -1.307, 6.741], [2.243, 2.250, -3.682], [0.597, 6.716, 2.471], [-3.979, -0.896, -5.027], [1.231, 1.761, -6.865], [-5.288, -3.090, -0.723], [-0.855, 4.084, -6.047], [-2.094, 0.702, -3.494], [-2.135, -0.212, 5.036], [3.511, -3.583, 4.615], [0.220, 6.084, 3.668], [2.911, -4.337, 2.459], [-0.475, 4.270, 4.605], [-1.277, 2.914, -5.444], [0.640, 5.665, -3.412], [-3.600, -1.106, -2.917], [6.022, 0.829, 3.977], [4.130, 0.223, -0.229], [3.268, 0.168, 0.861], [0.234, -2.759, -0.666], [-0.620, 2.748, 2.121], [-1.585, 0.740, 2.679], [-3.117, -1.132, -0.699], [-0.294, 3.722, -3.382], [1.105, -3.258, 2.077], [0.973, 0.329, 1.626], [0.191, 4.706, 1.290], [7.051, -1.041, 3.772], [5.190, 0.060, -0.088], [2.554, -3.236, 4.232], [0.995, 0.365, -5.265], [-5.285, -2.317, -4.054], [0.868, 6.520, 0.340], [-0.179, 4.762, 3.688], [0.231, 6.650, 4.590], [0.612, -1.852, -4.038], [1.392, 1.572, -5.811], [-2.583, -0.850, 1.517], [3.640, -0.014, 1.862], [4.294, 0.526, -2.348], [-0.977, 2.751, -4.098], [5.086, -2.408, 4.282], [2.743, 1.156, 4.767], [-0.256, 3.272, -2.004], [0.120, 4.905, -3.980], [-2.116, -0.208, 3.648], [-3.053, -5.219, -3.198], [-3.392, -5.445, -1.089], [-2.779, -1.266, 5.660], [2.266, -1.586, 4.917], [-1.622, -4.129, -2.031], [-1.881, -4.272, 0.371], [1.020, -4.674, 0.401], [2.736, 2.978, -3.048], [6.894, 1.428, 3.752], [0.665, -2.264, 2.191], [-4.260, -1.391, -4.107], [-6.474, -3.632, -2.838], [3.629, 0.494, -1.495], [-0.491, 2.565, 0.760], [3.773, -0.716, 4.540], [-3.501, -5.487, 1.056], [1.352, -1.440, -2.586], [3.169, -2.610, 2.266], [3.689, 0.677, 4.544], [-3.955, -1.717, -1.720], [-1.043, 1.882, 3.022], [-0.028, 3.749, 0.233], [1.212, 0.087, -3.916], [-1.831, 0.299, 1.405], [1.379, 0.667, -0.623], [2.263, 0.730, -1.702], [4.811, 1.442, 4.268], [1.851, 1.041, -3.112], [-0.188, 4.080, 2.475], [2.317, 3.478, -5.440], [0.162, 4.041, -1.040], [-1.063, 4.251, -7.096]]
}

# 2
{
  "formula": "C60H45AsIrN8O2SSeSi",
  "method": "the ωB97M-V functional and the def2-TZVPD basis",
  "e_tot_ev": -226706.6983,
  "e_homo_ev": [-6.33, -6.32],
  "multiplicity": 2,
  "gap_ha": [0.148, 0.149],
  "s_squared": 0.819,
  "symbols": ["H", "N", "Se", "C", "C", "O", "C", "N", "H", "C", "H", "C", "C", "H", "C", "H", "C", "C", "C", "C", "C", "C", "H", "C", "C", "H", "C", "H", "H", "H", "C", "N", "H", "N", "C", "C", "C", "C", "H", "H", "C", "C", "C", "C", "C", "C", "C", "C", "H", "C", "H", "C", "H", "C", "H", "C", "C", "H", "Si", "H", "H", "H", "H", "C", "H", "N", "H", "H", "H", "N", "O", "As", "H", "C", "Ir", "C", "H", "H", "C", "H", "C", "H", "C", "C", "H", "C", "H", "S", "C", "H", "C", "C", "H", "C", "H", "C", "C", "H", "C", "H", "N", "H", "H", "C", "C", "C", "C", "C", "H", "C", "C", "H", "H", "C", "H", "N", "C", "H", "C", "C"],
  "coordinates": [[-1.736, 2.108, 4.414], [-1.657, -3.273, 0.882], [-2.490, 1.196, 0.742], [2.570, 1.777, 2.773], [0.723, 5.600, 4.010], [0.945, -0.365, 8.856], [-1.016, 1.258, 6.239], [-1.900, -1.531, -0.740], [0.637, 7.314, -1.917], [-2.263, -2.712, -0.156], [3.945, 4.308, 0.179], [-0.217, 0.286, 6.839], [-0.131, 0.259, 8.328], [6.371, -0.156, -4.359], [1.857, 4.637, -0.214], [3.739, 2.183, -0.368], [1.720, -2.379, 1.047], [0.737, -4.413, 4.565], [0.370, 4.074, 2.172], [4.720, 0.729, 2.519], [-3.461, -3.200, -0.800], [4.777, 1.177, 1.208], [-6.152, 1.234, -0.325], [2.078, -4.051, 4.429], [-5.624, -3.615, -2.452], [1.722, 2.029, 3.398], [-3.669, 4.332, 0.098], [-6.033, 2.799, -1.129], [-3.852, -5.142, 0.028], [-0.114, 5.268, -0.765], [2.866, -1.199, -0.596], [2.832, -1.965, 0.484], [-5.197, -1.685, -3.316], [-2.867, -0.031, -2.343], [2.291, 0.376, -2.068], [6.057, -1.349, -2.605], [1.216, 4.872, 2.938], [-1.837, 0.781, -2.461], [-1.539, 1.953, 6.882], [-3.896, 2.592, -3.513], [-5.254, -4.583, -1.513], [-0.423, -2.998, 1.240], [-0.981, 4.045, 2.489], [-2.865, 2.919, -3.544], [0.295, 1.450, -2.576], [3.715, 1.891, 0.675], [0.259, -3.480, 2.433], [-2.518, 4.161, -4.056], [-4.514, 3.080, 3.128], [0.944, 5.510, -0.806], [5.642, 0.964, 0.594], [-1.483, 4.777, 3.557], [4.694, 6.334, -0.977], [1.608, -3.100, 2.304], [4.217, 1.061, -4.169], [-2.837, -1.177, -1.672], [-5.453, 1.985, -0.692], [-0.948, 5.553, -4.515], [-4.323, 2.649, 0.670], [-3.116, 4.212, -0.836], [5.532, 0.142, 2.928], [7.006, -1.857, -2.711], [3.566, -3.098, 3.184], [3.208, 4.956, -0.278], [2.778, -4.286, 5.221], [0.479, -2.308, 0.479], [-1.012, 6.118, 5.164], [-3.295, 4.825, -4.411], [-4.492, 5.024, -0.089], [1.852, -0.376, -1.012], [-0.944, 0.762, 9.050], [1.046, 3.051, 0.625], [5.480, -2.453, -0.844], [-0.628, 5.551, 4.325], [-0.044, -0.864, -0.763], [3.637, 6.105, -0.929], [1.044, -1.434, 6.444], [1.397, 6.206, 4.601], [2.600, 2.205, 1.448], [-6.028, 3.451, 2.308], [1.365, 6.657, -1.458], [-6.467, -3.808, -3.103], [2.531, -3.393, 3.295], [-1.847, 2.102, -3.078], [1.543, -0.672, 8.167], [2.719, 6.950, -1.535], [-5.589, 1.778, 2.644], [-0.471, 0.504, 2.313], [-0.438, 0.434, 4.055], [0.419, -4.916, 5.469], [-0.186, -4.142, 3.565], [5.216, -1.687, -1.560], [3.061, 7.829, -2.065], [3.995, -1.030, -1.477], [-2.541, 4.738, 3.788], [-4.170, -4.387, -0.678], [0.348, -0.555, 4.650], [-5.821, -5.502, -1.453], [-5.194, 2.749, 2.343], [-3.001, 4.794, 0.824], [1.605, 1.360, -2.638], [0.873, 4.058, -3.728], [2.270, 4.925, 2.690], [-0.508, 2.524, -3.141], [5.699, -0.371, -3.539], [3.635, -0.035, -2.411], [0.457, -0.625, 6.024], [-3.828, -2.226, -1.751], [3.562, 0.693, 4.327], [-0.163, 3.754, -3.672], [-1.188, 4.576, -4.116], [-1.226, -4.422, 3.664], [0.879, -1.256, 4.023], [4.494, 0.302, -3.450], [-1.643, 3.431, 1.895], [-0.545, 0.469, -2.136], [-1.125, 1.340, 4.867], [-4.865, 1.522, -1.486], [3.614, 1.030, 3.299], [-4.923, -2.430, -2.582]]
}